No. 1
Here is C5H12NO in the gas phase from the OMol25 dataset. Energies are from ωB97M-V/def2-TZVPD.

Summary:
- Electronic energy: -327.51503 Ha
- E_HOMO (spin up / spin down): -9.355 / -9.353 eV
- Multiplicity: 2
- LUMO energy (spin up / spin down): 0.8 / -1.5 eV
- Expectation value of S²: 0.76
- HOMO-LUMO gap (spin up / spin down): 10.18 / 7.82 eV

Last column: Mulliken charge in e.
Atoms and positions in Å:
C (-0.037, -2.548, 0.412)  -0.08
O (0.260, -3.816, 0.847)  -0.39
C (0.772, -1.348, 1.127)  -0.79
C (0.363, 0.132, 0.546)  -0.69
C (-0.306, 0.139, -0.916)  -0.59
C (-0.530, 2.597, -0.425)  -0.69
N (-0.509, 1.586, -1.459)  -0.38
H (-1.115, -2.173, 0.583)  0.19
H (0.331, -2.459, -0.628)  0.16
H (0.612, -1.439, 2.185)  0.40
H (1.757, -1.456, 0.666)  0.32
H (1.244, 0.771, 0.716)  0.40
H (-0.366, 0.561, 1.181)  0.46
H (0.506, -0.505, -1.505)  0.29
H (-1.284, -0.363, -0.860)  0.25
H (-0.380, 3.782, -0.878)  0.27
H (-1.616, 2.728, -0.179)  0.29
H (-0.024, 2.345, 0.531)  0.26
H (0.323, 1.465, -1.947)  0.31

---

No. 2
Here is C4H11N3 in the gas phase from the OMol25 dataset. Energies are from ωB97M-V/def2-TZVPD.

Summary:
- Electronic energy: -323.08565 Ha
- E_HOMO (spin up / spin down): -6.892 / -6.880 eV
- LUMO energy (spin up / spin down): 0.9 / 0.9 eV
- HOMO-LUMO gap (spin up / spin down): 7.76 / 7.75 eV

Last column: Mulliken charge in e.
Atoms and positions in Å:
C (2.010, 1.126, 0.845)  -0.38
C (1.161, -0.115, 1.035)  -0.45
C (-0.672, -1.757, -0.656)  -0.83
C (-2.093, 0.230, -0.691)  -0.83
N (1.312, 1.631, -0.430)  -0.65
N (0.011, 0.415, 0.342)  -0.34
N (-0.789, -0.323, -0.325)  0.34
H (1.859, 1.918, 1.699)  0.24
H (3.038, 0.799, 0.679)  0.32
H (1.537, -1.038, 0.448)  0.24
H (0.935, -0.334, 2.012)  0.32
H (0.307, -2.065, -0.468)  0.41
H (-1.449, -2.266, -0.050)  0.28
H (-0.983, -1.907, -1.701)  0.25
H (-2.830, 0.008, 0.103)  0.28
H (-1.961, 1.326, -0.778)  0.29
H (-2.305, -0.160, -1.788)  0.28
H (0.911, 2.510, -0.276)  0.23

---

No. 3
Here is C32H30BN12O3W as an isolated structure from the OMol25 dataset. Energies are from ωB97M-V/def2-TZVPD.

Summary:
- Electronic energy: -2211.39107 Ha
- E_HOMO (spin up / spin down): -11.978 / -13.087 eV
- Multiplicity: 4
- LUMO energy (spin up / spin down): -7.0 / -8.1 eV
- Total charge: +2
- Expectation value of S²: 3.79
- HOMO-LUMO gap (spin up / spin down): 4.95 / 4.96 eV

Last column: Mulliken charge in e.
Atoms and positions in Å:
W (-0.675, -0.142, 0.480)  1.35
C (1.830, 2.159, 3.309)  -1.38
C (1.206, 2.007, 2.084)  -0.41
N (0.412, 0.917, 2.149)  0.39
N (0.640, 0.252, 3.282)  0.09
C (1.466, 1.016, 4.054)  0.05
B (0.315, -1.442, 3.280)  1.12
N (1.523, -1.786, 2.339)  0.10
C (2.918, -1.867, 2.537)  -0.24
C (3.556, -1.460, 1.397)  -1.06
C (2.503, -1.123, 0.495)  -0.03
N (1.313, -1.312, 1.091)  -0.22
N (-0.894, -1.550, 2.436)  -1.49
C (-1.921, -2.345, 2.657)  0.21
C (-3.245, -1.976, 2.265)  -1.01
C (-3.409, -0.928, 1.390)  -0.19
N (-2.369, -0.278, 0.956)  -0.07
N (0.449, -2.041, 4.767)  0.76
C (1.460, -1.765, 5.704)  -0.31
C (1.623, -2.868, 6.561)  -0.90
C (0.722, -3.804, 6.078)  -0.14
N (0.006, -3.307, 5.054)  -0.95
H (2.450, 3.019, 3.601)  0.45
H (1.323, 2.619, 1.203)  0.53
H (1.715, 0.756, 5.105)  0.38
H (3.355, -2.158, 3.478)  0.51
H (4.643, -1.482, 1.144)  0.41
H (2.489, -0.917, -0.586)  0.46
H (-1.687, -3.383, 3.017)  0.48
H (-4.195, -2.478, 2.563)  0.39
H (-4.382, -0.572, 1.163)  0.62
H (2.030, -0.867, 5.752)  0.36
H (2.287, -3.098, 7.400)  0.39
H (0.545, -4.852, 6.311)  0.45
C (4.497, 3.515, -2.375)  -0.64
O (3.724, 3.318, -3.586)  -0.35
C (2.746, 2.486, -3.843)  0.23
C (2.311, 2.547, -5.167)  -0.65
C (1.047, 2.046, -5.518)  -0.58
C (0.187, 1.627, -4.487)  -1.07
C (0.704, 1.295, -3.163)  1.35
C (-0.344, 0.654, -2.509)  -0.82
N (-0.341, -0.089, -1.380)  1.80
N (-0.994, -1.313, -1.255)  -0.53
C (-0.722, -2.294, -2.226)  0.14
O (0.214, -2.269, -2.999)  -0.49
C (-1.764, -3.423, -2.420)  0.20
C (-3.144, -3.342, -2.386)  -0.11
C (-3.906, -4.043, -3.298)  -0.66
C (-3.323, -5.050, -4.042)  -0.27
C (-1.957, -5.283, -3.956)  -0.66
C (-1.200, -4.470, -3.136)  -0.35
C (1.971, 1.841, -2.723)  0.68
O (2.247, 2.016, -1.504)  -0.67
H (5.442, 3.961, -2.754)  0.30
H (4.737, 2.583, -1.819)  0.29
H (4.002, 4.229, -1.767)  0.30
H (2.901, 3.100, -5.911)  0.44
H (0.758, 1.922, -6.601)  0.38
H (-0.854, 1.457, -4.790)  0.38
H (-1.356, 0.693, -2.964)  0.46
H (-3.725, -2.678, -1.696)  0.28
H (-4.986, -3.859, -3.352)  0.37
H (-3.925, -5.626, -4.719)  0.40
H (-1.527, -6.057, -4.570)  0.41
H (-0.146, -4.680, -3.087)  0.40
N (-1.771, 6.040, -0.216)  -0.44
C (-1.681, 4.707, 0.033)  1.26
C (-1.622, 3.846, -1.066)  -1.28
C (-1.760, 2.481, -0.823)  -0.51
N (-1.370, 1.987, 0.401)  -0.02
C (-1.826, 2.787, 1.419)  -0.25
C (-1.753, 4.180, 1.340)  -0.99
H (-1.733, 6.379, -1.171)  0.21
H (-2.023, 6.709, 0.497)  0.23
H (-1.566, 4.293, -2.063)  0.32
H (-2.271, 1.773, -1.466)  0.64
H (-2.160, 2.248, 2.343)  0.37
H (-1.733, 4.810, 2.261)  0.37

---

No. 4
Here is C12H36O12 as an isolated structure from the OMol25 dataset. Energies are from ωB97M-V/def2-TZVPD.

Summary:
- Electronic energy: -1380.98195 Ha
- E_HOMO: -9.103 eV
- LUMO energy: -0.1 eV
- HOMO-LUMO gap: 9.03 eV

Last column: Mulliken charge in e.
Atoms and positions in Å:
C (-1.727, -4.625, -1.867)  -0.64
C (-0.556, -3.728, -1.733)  0.04
O (-0.501, -2.618, -2.644)  -0.50
O (-2.076, -4.534, -3.205)  -0.59
H (-2.583, -4.138, -1.399)  0.25
H (-1.570, -5.695, -1.736)  0.29
H (0.307, -4.370, -1.907)  0.35
H (-0.543, -3.398, -0.694)  0.02
H (0.394, -2.353, -2.420)  0.30
H (-1.825, -3.612, -3.304)  0.45
C (0.840, 3.149, 0.486)  1.37
C (0.992, 4.543, -0.101)  -0.84
O (2.291, 4.733, -0.587)  -0.53
O (-0.438, 2.641, 0.826)  -0.48
H (1.471, 3.135, 1.375)  -0.59
H (1.057, 2.337, -0.207)  0.40
H (0.883, 5.254, 0.718)  0.32
H (0.309, 4.779, -0.918)  0.39
H (2.236, 4.374, -1.476)  0.32
H (-0.275, 2.035, 1.552)  0.75
C (-2.062, -1.241, 1.308)  -0.13
C (-1.454, 0.116, 1.742)  -0.41
O (-1.213, 0.811, 0.544)  -0.54
O (-2.680, -1.998, 2.389)  -0.60
H (-1.224, -1.824, 0.925)  0.15
H (-2.674, -1.100, 0.418)  -0.09
H (-0.585, -0.268, 2.275)  0.27
H (-2.028, 0.676, 2.480)  0.34
H (-0.495, 1.421, 0.731)  -0.57
H (-1.934, -2.400, 2.841)  0.39
C (-3.457, -0.361, -1.841)  -0.15
C (-2.299, 0.603, -2.232)  -0.22
O (-1.169, -0.220, -2.502)  -0.55
O (-3.740, -1.239, -2.863)  -0.56
H (-4.255, 0.381, -1.808)  0.37
H (-3.230, -0.950, -0.952)  0.37
H (-1.926, 1.269, -1.454)  0.05
H (-2.391, 1.287, -3.075)  0.37
H (-0.602, -0.543, -1.798)  0.24
H (-2.933, -1.389, -3.362)  0.32
C (3.521, 0.088, 2.886)  -0.06
C (2.733, 1.393, 3.383)  -0.69
O (3.006, 2.355, 2.409)  -0.50
O (4.928, 0.267, 3.134)  -0.55
H (3.312, -0.072, 1.829)  0.35
H (3.166, -0.860, 3.289)  0.29
H (3.150, 1.845, 4.283)  0.49
H (1.693, 1.197, 3.645)  0.18
H (2.622, 3.189, 2.691)  0.35
H (5.149, 0.706, 3.958)  0.32
C (0.737, -0.023, -1.464)  -0.63
C (0.917, 0.102, 0.044)  1.29
O (2.278, 0.197, 0.492)  -0.63
O (0.643, -1.331, -1.819)  -0.50
H (1.557, 0.429, -2.023)  0.57
H (-0.231, 0.309, -1.841)  0.08
H (0.365, -0.666, 0.585)  1.10
H (0.443, 1.036, 0.346)  -2.22
H (2.185, 0.652, 1.332)  0.10
H (1.494, -1.754, -1.686)  0.53

---

No. 5
Here is C10H22B2CaCl2CsF6IN2NaO11 as an isolated structure from the OMol25 dataset. Energies are from ωB97M-V/def2-TZVPD.

Summary:
- Electronic energy: -4058.16315 Ha
- E_HOMO: -3.815 eV
- LUMO energy: -1.2 eV
- Total charge: -1
- HOMO-LUMO gap: 2.65 eV

Last column: Mulliken charge in e.
Atoms and positions in Å:
I (4.824, 1.196, 3.295)  0.16
C (2.998, 1.838, 2.374)  -0.98
C (2.445, 0.797, 1.421)  0.00
C (1.839, -0.374, 2.205)  -0.97
C (0.241, -0.290, 2.144)  -1.22
C (-0.294, -0.363, 0.630)  -3.10
N (-1.104, 0.816, 0.203)  0.36
C (-2.103, 1.210, 1.235)  -0.60
C (-1.498, 1.381, 2.653)  0.20
N (-0.108, 0.939, 2.822)  0.46
H (2.214, 2.157, 3.091)  -0.07
H (3.248, 2.708, 1.756)  0.57
H (3.230, 0.454, 0.760)  0.64
H (1.717, 1.319, 0.802)  -0.07
H (2.069, -0.185, 3.248)  0.49
H (2.268, -1.383, 1.940)  0.37
H (-0.116, -1.233, 2.695)  1.02
H (0.597, -0.435, -0.090)  1.20
H (-0.928, -1.312, 0.404)  1.28
H (-0.537, 1.600, -0.120)  0.51
H (-1.636, 0.514, -0.632)  -0.01
H (-2.514, 2.165, 0.934)  0.70
H (-2.896, 0.474, 1.286)  0.26
H (-1.498, 2.444, 2.861)  -0.14
H (-2.105, 0.927, 3.463)  -0.64
H (-0.028, 0.706, 3.812)  0.32
C (-3.289, -2.503, -0.941)  -0.43
O (-3.001, -1.184, -1.391)  -0.29
H (-3.635, -2.588, 0.104)  0.29
H (-4.071, -3.061, -1.463)  0.28
H (-2.458, -3.230, -0.970)  0.08
O (-1.737, -4.803, -2.058)  -0.94
H (-0.886, -4.998, -2.476)  0.17
Cs (0.262, -2.574, 0.433)  0.92
B (2.716, -3.530, -6.222)  0.54
O (3.597, -4.731, -6.180)  -0.43
C (3.084, -5.600, -5.330)  0.58
O (3.554, -6.672, -5.063)  -0.62
C (1.803, -5.012, -4.745)  0.62
O (1.088, -5.537, -3.935)  -0.60
O (1.606, -3.817, -5.270)  -0.39
F (2.215, -3.340, -7.505)  -0.35
F (3.418, -2.398, -5.810)  -0.37
Ca (1.915, 3.899, 3.745)  0.39
Cl (-2.671, -0.140, -2.709)  0.01
B (4.143, 4.429, -0.130)  0.42
F (4.335, 5.672, -0.707)  -0.36
F (5.353, 3.755, 0.023)  -0.37
F (3.559, 4.595, 1.167)  -0.34
F (3.252, 3.654, -0.892)  -0.38
Na (-3.664, 1.404, 4.649)  0.66
O (-6.069, -1.495, -2.393)  -0.62
H (-5.106, -1.497, -2.391)  0.32
H (-6.303, -0.939, -3.142)  0.31
O (-1.223, 4.757, 3.295)  -0.52
Cl (-2.670, 4.853, 3.278)  1.64
O (-3.092, 6.118, 3.783)  -0.63
O (-3.207, 3.790, 4.121)  -0.68
O (-3.144, 4.652, 1.931)  -0.64

---

No. 6
Here is C5H6O4 in the gas phase from the OMol25 dataset. Energies are from ωB97M-V/def2-TZVPD.

Summary:
- Electronic energy: -494.89208 Ha
- E_HOMO: -9.644 eV
- LUMO energy: 0.9 eV
- HOMO-LUMO gap: 10.57 eV

Last column: Mulliken charge in e.
Atoms and positions in Å:
C (-2.031, 0.202, -0.855)  -0.71
O (-0.560, 0.348, -1.126)  -0.47
C (0.270, -0.164, -0.322)  1.03
C (1.653, -0.251, -0.666)  -0.44
C (2.300, -0.325, 0.520)  -0.77
C (1.192, -0.469, 1.545)  0.33
O (0.517, -1.730, 1.347)  -0.27
O (-0.037, -1.571, 0.029)  -0.27
O (0.232, 0.451, 1.022)  -0.52
H (-2.255, 0.975, -0.278)  0.33
H (-2.226, -0.836, -0.308)  0.29
H (-2.632, 0.217, -1.772)  0.26
H (2.011, -0.088, -1.714)  0.37
H (3.348, -0.516, 0.621)  0.40
H (1.555, -0.410, 2.589)  0.43